# C5H12N2O2

A cluster of 2 separate species, C5H12N2O2 in total in a non-equilibrium geometry (ωB97M-V/def2-TZVPD, the OMol25 dataset).

Results
Energy relative to the best compared isomer or geometry (same formula, charge and spin), eV: 5.0100
SMILES: [H]/N=C\NC.COC(C)=O
Kohn-Sham gap, eV: 9.66
Strongest force on any atom, eV/A: 6.6
DFT total energy, hartree: -457.5648

Geometry (Å):
H (1.6305, -1.9622, -0.2782)
N (1.9538, -1.0474, -0.5851)
C (1.4210, -0.0486, -0.0287)
N (0.6606, 0.0570, 1.2758)
C (0.8565, -1.0400, 2.2250)
H (1.7333, 0.9643, -0.2636)
H (0.7386, 0.9497, 1.7492)
H (0.6230, -0.7148, 3.2378)
H (1.9081, -1.3265, 2.2428)
H (0.2448, -1.8876, 1.9154)
C (-0.7058, -0.7409, -2.2779)
O (-0.5857, -0.2202, -0.9956)
C (-1.1477, 0.6047, 0.2658)
C (-1.2610, 2.0088, -0.2896)
O (-2.0565, 0.0576, 0.8420)
H (0.3029, -1.0716, -2.5495)
H (-1.1173, -0.0340, -3.0026)
H (-1.4194, -1.5678, -2.1965)
H (-0.2845, 2.2909, -0.6853)
H (-1.9641, 2.0386, -1.1189)
H (-1.5309, 2.6899, 0.5176)